1.
{
  "formula": "C4H6O2",
  "method": "wB97M-V/def2-TZVPD",
  "total_energy_ha": -306.47644,
  "homo_lumo_gap_ev": 10.4,
  "smiles": "CC(=O)CC=O",
  "relative_energy_kj_mol": 78.4,
  "e_homo_ev": -9.98,
  "species": ["C", "C", "C", "C", "H", "H", "H", "H", "H", "H", "O", "O"],
  "positions_angstrom": [[1.046, 1.189, -0.096], [0.863, -0.306, -0.129], [-0.411, -0.813, 0.589], [-1.576, -0.622, -0.363], [1.734, 1.523, -0.890], [0.077, 1.753, -0.195], [1.507, 1.434, 0.883], [-0.261, -1.865, 0.857], [-0.603, -0.164, 1.450], [-1.830, -1.481, -1.014], [1.654, -1.061, -0.641], [-2.200, 0.414, -0.452]],
  "mulliken_charge": [-1.021, 0.648, -0.509, 0.042, 0.320, 0.315, 0.279, 0.291, 0.287, 0.347, -0.534, -0.466]
}



2.
{
  "formula": "C4H6O2",
  "method": "wB97M-V/def2-TZVPD",
  "total_energy_ha": -306.35727,
  "homo_lumo_gap_ev": 10.5,
  "smiles": "C1=C[C@H]2O[C@@H]12.O",
  "relative_energy_kj_mol": 391.3,
  "e_homo_ev": -9.59,
  "species": ["O", "C", "C", "C", "O", "C", "H", "H", "H", "H", "H", "H"],
  "positions_angstrom": [[2.151, -0.347, -0.750], [-0.377, -0.988, -0.167], [-0.393, -0.530, 1.094], [-0.903, 0.841, 0.648], [0.013, 1.393, -0.321], [-0.893, 0.346, -0.717], [1.673, 0.474, -0.942], [-0.001, -1.877, -0.660], [-0.049, -0.920, 2.046], [1.916, -0.462, 0.181], [-1.580, 1.528, 1.138], [-1.557, 0.542, -1.549]],
  "mulliken_charge": [-0.682, -0.537, -0.436, -0.143, -0.475, -0.038, 0.378, 0.313, 0.402, 0.342, 0.439, 0.437]
}



3.
{
  "formula": "C4H6O2",
  "method": "wB97M-V/def2-TZVPD",
  "total_energy_ha": -306.28815,
  "homo_lumo_gap_ev": [8.2, 8.2],
  "relative_energy_kj_mol": 572.8,
  "e_homo_ev": [-9.22, -9.22],
  "species": ["O", "C", "C", "C", "C", "O", "H", "H", "H", "H", "H", "H"],
  "positions_angstrom": [[-2.082, 0.104, -0.344], [-0.867, 0.472, -0.220], [0.046, 0.031, 0.866], [1.297, 0.044, 0.050], [0.376, 0.341, -1.190], [0.572, 0.358, -2.360], [-1.591, -1.314, 0.297], [-0.679, 1.556, 0.126], [-0.094, 0.064, 1.942], [-0.911, -1.574, 0.698], [1.711, -0.962, -0.077], [2.108, 0.725, 0.331]],
  "mulliken_charge": [-0.674, 0.513, -0.748, -0.256, 0.350, -0.491, 0.002, 0.206, 0.474, 0.095, 0.242, 0.287]
}



4.
{
  "formula": "C4H6O2",
  "method": "wB97M-V/def2-TZVPD",
  "total_energy_ha": -306.38612,
  "homo_lumo_gap_ev": 9.3,
  "relative_energy_kj_mol": 315.5,
  "e_homo_ev": -8.61,
  "species": ["O", "C", "C", "C", "O", "C", "H", "H", "H", "H", "H", "H"],
  "positions_angstrom": [[1.397, 1.064, -0.556], [0.507, -0.001, -0.389], [0.220, -0.502, 1.016], [-1.065, -1.297, 0.821], [-1.661, -0.727, -0.203], [-0.904, 0.364, -0.800], [2.073, 1.019, 0.126], [1.021, -1.066, 1.497], [-0.060, 0.328, 1.688], [0.806, -0.876, -0.989], [-1.219, 1.307, -0.345], [-1.115, 0.388, -1.866]],
  "mulliken_charge": [-0.529, 0.230, -0.533, -0.381, -0.127, -0.505, 0.329, 0.392, 0.309, 0.230, 0.283, 0.303]
}



5.
{
  "formula": "C4H6O2",
  "method": "wB97M-V/def2-TZVPD",
  "total_energy_ha": -306.38596,
  "homo_lumo_gap_ev": 8.8,
  "smiles": "O=C=CO.C=C",
  "relative_energy_kj_mol": 315.9,
  "e_homo_ev": -8.22,
  "species": ["O", "C", "C", "C", "C", "O", "H", "H", "H", "H", "H", "H"],
  "positions_angstrom": [[2.531, -0.682, -0.817], [1.214, -0.489, -0.433], [-1.326, -0.165, 1.034], [-1.645, 0.088, -0.237], [0.813, 0.709, -0.028], [0.744, 1.859, 0.236], [2.953, 0.183, -0.883], [0.602, -1.375, -0.458], [-1.139, -1.172, 1.396], [-1.212, 0.638, 1.759], [-1.801, 1.105, -0.588], [-1.733, -0.700, -0.980]],
  "mulliken_charge": [-0.497, -0.237, -0.556, -0.587, 0.597, -0.453, 0.300, 0.274, 0.281, 0.297, 0.290, 0.292]
}



6.
{
  "formula": "C4H6O2",
  "method": "wB97M-V/def2-TZVPD",
  "total_energy_ha": -306.39907,
  "homo_lumo_gap_ev": 9.6,
  "relative_energy_kj_mol": 281.5,
  "e_homo_ev": -9.09,
  "species": ["C", "C", "C", "C", "O", "O", "H", "H", "H", "H", "H", "H"],
  "positions_angstrom": [[-1.709, -0.166, 0.218], [-0.353, -0.603, -0.244], [1.180, 0.992, 0.006], [1.806, -0.247, -0.096], [2.672, -0.871, -0.587], [0.457, -1.186, 0.551], [-1.689, 0.099, 1.277], [-2.409, -1.001, 0.083], [-2.067, 0.674, -0.382], [-0.221, -0.716, -1.323], [1.731, 1.841, -0.400], [0.601, 1.186, 0.897]],
  "mulliken_charge": [-1.062, 0.205, -0.829, 0.677, -0.445, -0.446, 0.290, 0.348, 0.326, 0.361, 0.305, 0.272]
}



7.
{
  "formula": "C4H6O2",
  "method": "wB97M-V/def2-TZVPD",
  "total_energy_ha": -306.27803,
  "homo_lumo_gap_ev": 9.3,
  "relative_energy_kj_mol": 599.3,
  "e_homo_ev": -8.76,
  "species": ["C", "O", "C", "C", "O", "C", "H", "H", "H", "H", "H", "H"],
  "positions_angstrom": [[1.677, 0.170, -0.197], [1.326, -0.491, 1.022], [0.294, -0.186, 0.111], [-0.843, 0.751, 0.465], [-1.900, -0.009, -0.181], [-0.596, -1.264, -0.452], [2.248, -0.433, -0.905], [2.016, 1.202, -0.090], [-0.808, 1.733, -0.012], [-1.017, 0.858, 1.541], [-1.829, -0.984, 0.242], [-0.567, -1.348, -1.544]],
  "mulliken_charge": [-0.469, -0.486, 1.022, -0.514, -0.399, -0.801, 0.234, 0.237, 0.300, 0.245, 0.461, 0.169]
}



8.
{
  "formula": "C4H6O2",
  "method": "wB97M-V/def2-TZVPD",
  "total_energy_ha": -306.38633,
  "homo_lumo_gap_ev": 10.3,
  "smiles": "O=CC1C=C1.O",
  "relative_energy_kj_mol": 315.0,
  "e_homo_ev": -9.58,
  "species": ["O", "C", "C", "C", "C", "O", "H", "H", "H", "H", "H", "H"],
  "positions_angstrom": [[-1.945, 1.561, 0.537], [-0.580, -0.786, -0.598], [0.431, -0.584, -1.368], [0.770, -1.072, 0.020], [1.332, -0.112, 1.011], [2.063, -0.408, 1.925], [-2.385, 1.963, -0.223], [-1.637, -0.807, -0.396], [0.848, -0.338, -2.331], [-1.011, 1.764, 0.401], [1.094, -2.103, 0.184], [1.024, 0.952, 0.837]],
  "mulliken_charge": [-0.639, -0.450, -0.334, -0.076, 0.165, -0.488, 0.323, 0.340, 0.350, 0.304, 0.343, 0.161]
}



9.
{
  "formula": "C4H6O2",
  "method": "wB97M-V/def2-TZVPD",
  "total_energy_ha": -306.43303,
  "homo_lumo_gap_ev": 10.6,
  "smiles": "C[C@H]1OCC1=O",
  "relative_energy_kj_mol": 192.4,
  "e_homo_ev": -9.62,
  "species": ["C", "C", "O", "C", "C", "O", "H", "H", "H", "H", "H", "H"],
  "positions_angstrom": [[-1.462, -0.449, -0.391], [-0.331, -0.164, 0.585], [0.787, -1.038, 0.342], [1.621, 0.038, -0.062], [0.612, 1.057, 0.408], [0.534, 2.253, 0.393], [-2.194, 0.362, -0.387], [-1.081, -0.592, -1.411], [-1.965, -1.380, -0.101], [-0.659, -0.234, 1.626], [1.426, 0.304, -1.117], [2.684, -0.126, 0.141]],
  "mulliken_charge": [-1.161, 0.313, -0.415, -0.274, 0.364, -0.547, 0.328, 0.286, 0.305, 0.291, 0.189, 0.322]
}



10.
{
  "formula": "C4H6O2",
  "method": "wB97M-V/def2-TZVPD",
  "total_energy_ha": -306.33456,
  "homo_lumo_gap_ev": 10.3,
  "smiles": "C1O[C@H]2C[C@H]2O1",
  "relative_energy_kj_mol": 450.9,
  "e_homo_ev": -9.26,
  "species": ["C", "C", "C", "C", "H", "H", "H", "H", "H", "H", "O", "O"],
  "positions_angstrom": [[1.660, 0.185, -0.112], [-0.688, 0.613, 0.416], [-1.461, -0.140, -0.628], [-0.280, -0.839, 0.204], [1.947, 0.116, 1.042], [2.598, 0.263, -0.838], [-1.239, 1.245, 1.291], [-2.349, -0.324, -0.032], [-1.148, 0.413, -1.634], [-0.627, -1.774, 0.712], [0.571, 1.279, -0.218], [1.016, -1.037, -0.203]],
  "mulliken_charge": [-0.119, 0.125, -0.668, -0.233, 0.242, 0.233, 0.258, 0.309, 0.297, 0.336, -0.422, -0.359]
}



11.
{
  "formula": "C4H6O2",
  "method": "wB97M-V/def2-TZVPD",
  "total_energy_ha": -306.30744,
  "homo_lumo_gap_ev": 9.7,
  "relative_energy_kj_mol": 522.1,
  "e_homo_ev": -9.08,
  "species": ["O", "C", "C", "C", "C", "O", "H", "H", "H", "H", "H", "H"],
  "positions_angstrom": [[0.093, 1.026, -1.459], [-0.381, 0.265, -0.471], [-1.332, -0.608, -0.363], [-1.069, 0.240, 0.858], [1.865, 0.289, 0.672], [2.477, 0.797, -0.120], [0.974, 1.371, -1.267], [0.622, -1.797, 0.011], [-2.166, -0.837, -0.993], [-0.638, -0.209, 1.761], [-1.739, 1.084, 1.042], [1.295, -1.621, 0.330]],
  "mulliken_charge": [-0.505, 0.386, -0.641, -0.259, 0.124, -0.273, 0.350, 0.012, 0.291, 0.242, 0.225, 0.048]
}



12.
{
  "formula": "C4H6O2",
  "method": "wB97M-V/def2-TZVPD",
  "total_energy_ha": -306.30649,
  "homo_lumo_gap_ev": 9.1,
  "relative_energy_kj_mol": 524.6,
  "e_homo_ev": -8.89,
  "species": ["C", "O", "C", "C", "O", "C", "H", "H", "H", "H", "H", "H"],
  "positions_angstrom": [[-2.244, -0.751, 0.433], [-1.388, 0.262, 0.449], [-0.096, -0.268, 0.171], [1.207, 0.142, 0.859], [1.772, 0.487, -0.417], [0.502, 0.373, -1.070], [-3.089, -0.299, -0.130], [-0.202, -1.358, 0.115], [1.764, -0.690, 1.305], [1.183, 0.992, 1.552], [0.063, 1.356, -1.293], [0.528, -0.247, -1.975]],
  "mulliken_charge": [-0.234, -0.223, 0.124, -0.418, -0.386, -0.442, 0.146, 0.422, 0.241, 0.248, 0.269, 0.254]
}



13.
{
  "formula": "C4H6O2",
  "method": "wB97M-V/def2-TZVPD",
  "total_energy_ha": -306.34052,
  "homo_lumo_gap_ev": 8.6,
  "relative_energy_kj_mol": 435.2,
  "e_homo_ev": -8.55,
  "species": ["C", "C", "O", "C", "C", "O", "H", "H", "H", "H", "H", "H"],
  "positions_angstrom": [[1.603, 0.711, -0.928], [0.676, -0.220, 0.725], [0.777, 1.010, 0.235], [-0.764, -0.509, 1.040], [-1.645, -0.534, -0.210], [-2.110, -1.546, -0.670], [1.153, -0.107, -1.512], [2.608, 0.407, -0.629], [1.552, 1.626, -1.502], [-0.792, -1.498, 1.489], [-1.152, 0.275, 1.700], [-1.862, 0.451, -0.672]],
  "mulliken_charge": [-0.553, -0.399, -0.160, -0.232, -0.032, -0.446, 0.313, 0.297, 0.263, 0.282, 0.321, 0.346]
}



14.
{
  "formula": "C4H6O2",
  "method": "wB97M-V/def2-TZVPD",
  "total_energy_ha": -306.36251,
  "homo_lumo_gap_ev": 9.9,
  "relative_energy_kj_mol": 377.5,
  "e_homo_ev": -9.41,
  "species": ["O", "C", "C", "C", "C", "O", "H", "H", "H", "H", "H", "H"],
  "positions_angstrom": [[-2.960, 0.191, -0.322], [-1.815, 0.192, -0.275], [0.099, 1.318, -0.027], [0.988, 0.409, 0.497], [0.304, -1.430, -0.217], [-0.942, -1.541, -0.110], [0.204, 1.644, -1.060], [-0.513, 1.958, 0.599], [1.930, 0.229, -0.012], [0.992, 0.253, 1.574], [0.952, -1.914, 0.524], [0.750, -1.300, -1.217]],
  "mulliken_charge": [-0.272, 0.274, -0.524, -0.708, -0.266, -0.456, 0.307, 0.356, 0.356, 0.295, 0.329, 0.309]
}



15.
{
  "formula": "C4H6O2",
  "method": "wB97M-V/def2-TZVPD",
  "total_energy_ha": -306.25322,
  "homo_lumo_gap_ev": [8.5, 8.5],
  "relative_energy_kj_mol": 664.4,
  "e_homo_ev": [-8.07, -8.07],
  "species": ["O", "C", "C", "C", "C", "O", "H", "H", "H", "H", "H", "H"],
  "positions_angstrom": [[-1.737, 0.532, -0.301], [-1.597, 0.092, -1.512], [-0.081, 0.631, -0.774], [0.417, 0.481, 0.655], [0.842, -0.822, 1.158], [1.793, 0.140, 0.715], [-1.796, -1.019, -1.522], [0.085, 1.617, -1.198], [0.404, -0.183, -1.335], [0.097, 1.249, 1.359], [0.836, -1.013, 2.230], [0.737, -1.704, 0.525]],
  "mulliken_charge": [-0.260, -0.188, -0.404, 0.150, -0.400, -0.439, 0.079, 0.294, 0.285, 0.400, 0.269, 0.214]
}



16.
{
  "formula": "C4H6O2",
  "method": "wB97M-V/def2-TZVPD",
  "total_energy_ha": -306.47878,
  "homo_lumo_gap_ev": 10.6,
  "smiles": "CC(=O)CC=O",
  "relative_energy_kj_mol": 72.2,
  "e_homo_ev": -9.93,
  "species": ["C", "C", "O", "C", "C", "O", "H", "H", "H", "H", "H", "H"],
  "positions_angstrom": [[-1.660, 0.329, 0.302], [-0.253, 0.065, 0.779], [0.003, -0.464, 1.839], [0.878, 0.425, -0.180], [1.457, -0.856, -0.750], [1.581, -1.074, -1.929], [-1.841, -0.236, -0.622], [-1.787, 1.392, 0.063], [-2.380, 0.027, 1.065], [0.572, 1.080, -0.998], [1.669, 0.904, 0.409], [1.760, -1.590, 0.023]],
  "mulliken_charge": [-1.104, 0.641, -0.541, -0.422, -0.002, -0.464, 0.312, 0.320, 0.323, 0.268, 0.320, 0.350]
}



17.
{
  "formula": "C4H6O2",
  "method": "wB97M-V/def2-TZVPD",
  "total_energy_ha": -306.32302,
  "homo_lumo_gap_ev": 10.4,
  "smiles": "CC[C@]12O[C@H]1O2",
  "relative_energy_kj_mol": 481.2,
  "e_homo_ev": -9.35,
  "species": ["C", "C", "C", "C", "O", "O", "H", "H", "H", "H", "H", "H"],
  "positions_angstrom": [[-1.822, -0.333, 0.830], [-0.858, 0.187, -0.031], [1.546, -0.403, -0.073], [0.522, 0.687, -0.454], [-2.049, 0.907, 0.076], [-1.481, -1.087, -0.420], [-2.271, -0.751, 1.720], [1.197, -1.026, 0.644], [2.326, 0.194, 0.271], [1.814, -1.055, -0.974], [0.566, 0.983, -1.568], [0.511, 1.697, -0.022]],
  "mulliken_charge": [0.031, 0.384, -1.063, -0.297, -0.547, -0.488, 0.390, 0.394, 0.328, 0.255, 0.298, 0.314]
}



18.
{
  "formula": "C4H6O2",
  "method": "wB97M-V/def2-TZVPD",
  "total_energy_ha": -306.28781,
  "homo_lumo_gap_ev": [8.5, 8.5],
  "smiles": "C=C1CO1.C=O",
  "relative_energy_kj_mol": 573.6,
  "e_homo_ev": [-8.80, -8.80],
  "species": ["C", "O", "C", "C", "O", "C", "H", "H", "H", "H", "H", "H"],
  "positions_angstrom": [[1.958, 0.509, 0.152], [1.511, -0.429, 1.136], [0.586, -0.002, 0.177], [-0.267, 0.984, 0.492], [-2.645, -0.502, -0.674], [-1.864, -1.413, -0.787], [2.619, 0.242, -0.647], [2.130, 1.482, 0.636], [-0.736, 1.536, -0.312], [-0.332, 1.322, 1.518], [-1.532, -2.026, 0.074], [-1.430, -1.703, -1.764]],
  "mulliken_charge": [-0.327, -0.410, 0.229, -0.618, -0.412, -0.110, 0.259, 0.228, 0.289, 0.329, 0.281, 0.262]
}



19.
{
  "formula": "C4H6O2",
  "method": "wB97M-V/def2-TZVPD",
  "total_energy_ha": -306.47858,
  "homo_lumo_gap_ev": 11.4,
  "smiles": "C[C@H]1CC(=O)O1",
  "relative_energy_kj_mol": 72.8,
  "e_homo_ev": -10.57,
  "species": ["C", "C", "C", "C", "O", "O", "H", "H", "H", "H", "H", "H"],
  "positions_angstrom": [[0.616, -0.265, 1.497], [0.344, -0.334, 0.003], [-1.019, -0.009, -0.608], [-0.189, 0.732, -1.679], [-0.266, 1.251, -2.757], [0.911, 0.736, -0.822], [0.190, 0.617, 1.981], [1.695, -0.276, 1.684], [0.201, -1.154, 1.991], [0.741, -1.283, -0.378], [-1.712, -0.795, -0.888], [-1.507, 0.781, -0.019]],
  "mulliken_charge": [-1.319, 0.428, -0.471, 0.515, -0.536, -0.363, 0.322, 0.327, 0.341, 0.250, 0.293, 0.214]
}



20.
{
  "formula": "C4H6O2",
  "method": "wB97M-V/def2-TZVPD",
  "total_energy_ha": -306.48734,
  "homo_lumo_gap_ev": 11.4,
  "relative_energy_kj_mol": 49.8,
  "e_homo_ev": -10.52,
  "species": ["C", "C", "C", "C", "O", "O", "H", "H", "H", "H", "H", "H"],
  "positions_angstrom": [[-1.568, -0.104, 0.284], [-0.251, -0.188, -0.447], [0.892, 0.764, -0.073], [1.673, -0.529, 0.104], [2.805, -0.864, 0.270], [0.577, -1.330, -0.049], [-1.429, 0.035, 1.360], [-2.155, -1.014, 0.128], [-2.142, 0.741, -0.112], [-0.410, -0.257, -1.527], [1.269, 1.466, -0.819], [0.741, 1.279, 0.881]],
  "mulliken_charge": [-1.308, 0.422, -0.501, 0.550, -0.545, -0.369, 0.328, 0.315, 0.341, 0.280, 0.270, 0.218]
}